1.
{"formula": "C22H31N3OS", "method": "ωB97M-V with the def2-TZVPD basis set", "symbols": ["C", "C", "C", "C", "C", "C", "C", "C", "N", "C", "S", "N", "C", "C", "C", "N", "C", "C", "C", "C", "C", "C", "C", "C", "C", "C", "O", "H", "H", "H", "H", "H", "H", "H", "H", "H", "H", "H", "H", "H", "H", "H", "H", "H", "H", "H", "H", "H", "H", "H", "H", "H", "H", "H", "H", "H", "H", "H"], "coordinates": [[3.08766, 2.08539, 0.98880], [3.86345, 0.94274, 0.40286], [5.19885, 1.08746, 0.06257], [5.89940, 0.03377, -0.49636], [5.27155, -1.17851, -0.70760], [3.93808, -1.36423, -0.36747], [3.27740, -2.68758, -0.58566], [3.23821, -0.28587, 0.17681], [1.88436, -0.44259, 0.56490], [0.86078, -0.62774, -0.30705], [1.13887, -0.53350, -1.94280], [-0.36935, -0.86086, 0.20436], [-0.65059, -0.85967, 1.62311], [-0.76189, 0.54207, 2.24433], [-2.04294, 1.28711, 1.86155], [-2.19005, 1.51398, 0.43631], [-1.23657, 2.47686, -0.08817], [-1.32902, 2.55157, -1.60782], [-2.73684, 2.95061, -2.03013], [-3.73180, 1.97594, -1.41226], [-3.54419, 1.92298, 0.10105], [-1.46416, -1.23786, -0.67027], [-1.92982, -2.62611, -0.38812], [-3.16512, -3.11708, -0.07736], [-3.00803, -4.51588, 0.08401], [-1.68985, -4.76761, -0.13201], [-1.03068, -3.63322, -0.41699], [2.17858, 2.25923, 0.41296], [3.68182, 2.99511, 0.97662], [2.80561, 1.87789, 2.02325], [5.68882, 2.03615, 0.22739], [6.93743, 0.15942, -0.76613], [5.82202, -2.00188, -1.13868], [2.68550, -2.65574, -1.50092], [2.60174, -2.92886, 0.23363], [4.01996, -3.47551, -0.68207], [1.67632, -0.19196, 1.51937], [-1.60036, -1.38027, 1.76329], [0.11727, -1.43567, 2.15612], [0.10397, 1.14776, 1.97628], [-0.76122, 0.43016, 3.33126], [-2.07067, 2.23902, 2.42633], [-2.89761, 0.68632, 2.18775], [-0.22928, 2.15928, 0.18376], [-1.40909, 3.47997, 0.34750], [-0.59831, 3.27335, -1.97637], [-1.07899, 1.57522, -2.02395], [-2.82384, 2.94317, -3.11743], [-2.95205, 3.96383, -1.68006], [-4.75690, 2.27708, -1.63625], [-3.56760, 0.98109, -1.82956], [-4.24055, 1.19687, 0.53189], [-3.77960, 2.91370, 0.53341], [-1.08204, -1.16693, -1.69498], [-2.28673, -0.53289, -0.53565], [-4.07225, -2.55526, 0.01473], [-3.77025, -5.22699, 0.32803], [-1.11944, -5.67483, -0.11215]], "forces_ev_per_a": [[0.0192, -0.0626, -0.0564], [-0.1543, -0.0861, -0.0166], [0.0213, -0.0265, -0.0025], [0.0485, 0.0431, -0.0221], [-0.0405, 0.0190, 0.0134], [-0.0433, -0.0120, 0.1206], [0.0346, -0.0468, -0.0875], [0.4933, 0.0789, -0.1197], [-0.2276, 0.0411, 0.6084], [-0.2396, 0.0726, -0.2524], [0.2623, 0.1567, -0.7168], [0.2102, -0.0177, 0.0913], [0.1317, 0.2832, 0.4220], [-0.2805, -0.1212, -0.1586], [0.2016, 0.0280, 0.1110], [-0.1240, 0.1750, 0.1621], [0.2453, -0.1154, -0.2119], [-0.0955, 0.2333, 0.1200], [0.0590, -0.2277, -0.0436], [-0.0442, 0.2799, 0.1532], [-0.1705, -0.1696, -0.1707], [-0.0468, -0.4069, -0.3514], [-0.8201, 0.3843, 0.1522], [0.5380, 0.3689, -0.1710], [0.4846, -0.3232, -0.0691], [-0.7510, -0.4777, 0.2222], [0.4489, 0.2947, -0.1367], [-0.0878, 0.0407, 0.0136], [0.0147, 0.0676, 0.0427], [-0.0696, 0.0784, 0.0660], [0.0318, 0.0988, 0.0227], [0.0942, 0.0068, -0.0217], [0.0441, -0.0978, -0.0335], [-0.0367, -0.0626, 0.0186], [-0.0452, -0.0673, 0.0160], [0.0601, -0.0696, 0.0495], [-0.0693, -0.1171, -0.0477], [0.0968, -0.0672, 0.0354], [-0.1198, -0.0315, -0.0702], [0.1178, 0.0293, 0.0758], [0.0691, 0.0401, 0.0208], [-0.0890, -0.0616, -0.0296], [-0.0051, 0.0475, 0.0364], [0.0243, 0.0503, 0.0389], [0.0159, -0.0312, 0.0383], [0.0636, -0.0411, -0.0255], [0.1077, -0.0385, -0.0262], [-0.0212, 0.0816, -0.0242], [-0.0345, 0.0673, -0.0275], [-0.0333, -0.0609, -0.0214], [-0.0526, -0.0749, -0.0211], [0.0180, 0.0630, 0.0447], [-0.0206, -0.0296, 0.0329], [-0.2138, 0.0527, 0.2160], [0.0655, -0.1652, -0.0496], [-0.1531, 0.2085, 0.0160], [-0.0967, -0.2141, 0.0460], [0.1640, -0.0674, -0.0214]], "gap_ev": 8.37, "total_charge": 0, "total_energy_ha": -1494.61082, "e_above_lowest_kcal_mol": 7.67, "smiles": "Cc1cccc(C)c1NC(=S)N(CCCN1CCCCC1)Cc1ccco1"}

***

2.
{"formula": "C22H31N5O3", "method": "ωB97M-V with the def2-TZVPD basis set", "symbols": ["C", "C", "C", "N", "N", "C", "C", "O", "N", "C", "C", "C", "N", "C", "C", "C", "C", "C", "C", "C", "C", "O", "C", "C", "C", "O", "C", "C", "C", "N", "H", "H", "H", "H", "H", "H", "H", "H", "H", "H", "H", "H", "H", "H", "H", "H", "H", "H", "H", "H", "H", "H", "H", "H", "H", "H", "H", "H", "H", "H", "H"], "coordinates": [[-2.10607, -1.16233, -3.64476], [-2.74490, -0.85615, -2.29786], [-1.98014, -1.44939, -1.15950], [-0.92865, -2.14083, -1.36766], [-0.23765, -2.68653, -0.34844], [0.89914, -3.49083, -0.75378], [2.24199, -2.75391, -0.56841], [2.88960, -2.35234, -1.51220], [2.60607, -2.65360, 0.71763], [3.78074, -1.93532, 1.15234], [3.42241, -0.59000, 1.78721], [2.89871, 0.39315, 0.73739], [2.27359, 1.54998, 1.35330], [3.25551, 2.48079, 1.86665], [1.23739, 2.19305, 0.55508], [-0.04057, 1.34791, 0.52537], [-1.16441, 2.14333, -0.13194], [-0.77814, 2.51595, -1.56044], [0.51088, 3.33214, -1.56325], [1.63711, 2.55891, -0.88353], [-0.57072, -2.55998, 0.98131], [0.10466, -3.08511, 1.85880], [-1.75999, -1.77601, 1.21449], [-2.39187, -1.43613, 2.39838], [-3.49780, -0.67022, 2.01054], [-4.54018, -0.01069, 2.54626], [-5.21826, 0.51557, 1.49757], [-4.65475, 0.22161, 0.29025], [-3.51869, -0.55956, 0.61173], [-2.44780, -1.23871, 0.12025], [-1.08740, -0.78796, -3.67237], [-2.07399, -2.23448, -3.81225], [-2.67712, -0.69594, -4.44312], [-2.80421, 0.22546, -2.14593], [-3.76621, -1.24810, -2.26480], [0.77194, -3.71443, -1.81313], [0.90731, -4.40835, -0.15929], [1.93289, -2.93001, 1.42882], [4.31747, -2.55702, 1.87537], [4.41111, -1.78241, 0.27290], [4.31102, -0.18998, 2.27552], [2.65150, -0.73742, 2.54579], [3.72634, 0.67893, 0.06681], [2.15049, -0.12352, 0.13680], [2.74726, 3.31456, 2.34852], [3.92591, 2.87917, 1.08908], [3.86463, 1.97814, 2.61549], [0.99254, 3.12288, 1.08372], [0.12936, 0.43251, -0.04511], [-0.30996, 1.06567, 1.54458], [-1.34846, 3.05359, 0.44360], [-2.08953, 1.56303, -0.12808], [-1.58202, 3.08797, -2.03019], [-0.62489, 1.60489, -2.14415], [0.34401, 4.27307, -1.03280], [0.79509, 3.57350, -2.58992], [1.84546, 1.64914, -1.44979], [2.54526, 3.16534, -0.87190], [-2.07404, -1.71757, 3.38009], [-6.09510, 1.08575, 1.73264], [-5.01388, 0.52883, -0.66975]], "forces_ev_per_a": [[-0.1159, 0.0723, 0.1306], [0.0803, -0.0556, -0.1446], [0.1455, -0.0687, -0.1428], [-0.3443, 0.3456, -0.8041], [-0.0963, 0.0133, 0.6090], [0.4237, -0.1282, -0.0866], [-0.5164, -0.4810, 0.0368], [0.1731, 0.1895, -0.3842], [0.0867, 0.0618, 0.5281], [0.2213, 0.2132, 0.0801], [0.0396, -0.0760, -0.3914], [-0.0349, -0.1379, 0.3102], [0.0063, 0.0710, 0.0696], [-0.0425, -0.0732, -0.0226], [-0.1022, -0.2879, -0.1809], [-0.0360, 0.3882, 0.1961], [0.0245, -0.2970, -0.2354], [-0.0940, 0.3275, 0.1789], [0.0429, -0.2454, -0.2183], [-0.0353, 0.2750, 0.3021], [0.1235, -0.1165, -0.2678], [-0.1787, -0.0381, 0.2372], [-0.2752, 0.1478, 0.4955], [0.1698, -0.1070, -0.0451], [0.4150, -0.1577, -1.6230], [0.0503, -0.0662, 0.5342], [-0.0285, 0.0799, -0.8270], [-0.3532, 0.2269, 0.1868], [-0.1379, -0.0295, 1.1591], [0.1965, -0.1659, 0.4791], [0.1065, 0.0115, -0.0605], [0.0395, -0.0850, -0.0703], [-0.0435, 0.0314, -0.0653], [-0.0668, 0.0240, 0.0576], [-0.0329, 0.0734, 0.0483], [0.0405, 0.0381, 0.2037], [-0.0359, 0.0603, -0.0749], [0.0252, -0.0383, -0.2583], [0.0334, 0.0551, -0.1176], [0.0266, -0.0786, 0.1249], [0.0333, 0.0185, 0.0941], [-0.0063, 0.0355, 0.0715], [-0.0653, -0.0356, -0.0642], [0.0319, -0.0065, -0.0913], [0.0276, 0.0538, 0.0478], [0.0446, 0.0293, -0.0079], [0.0988, 0.0722, 0.0469], [-0.0143, -0.0140, -0.0344], [0.0297, -0.1471, -0.0535], [0.0380, -0.0575, 0.0339], [-0.0694, 0.0489, 0.0460], [-0.0467, 0.0579, 0.0549], [-0.0216, -0.0540, -0.0797], [-0.0261, -0.0899, -0.0910], [-0.0085, 0.0808, -0.0137], [0.0004, 0.0992, 0.0165], [0.0624, -0.0796, -0.0280], [0.0851, -0.0452, -0.0423], [0.1531, -0.1114, 0.1855], [-0.0960, 0.0569, 0.1205], [-0.1509, 0.1158, -0.1587]], "gap_ev": 8.54, "total_charge": 0, "total_energy_ha": -1356.42670, "e_above_lowest_kcal_mol": 66.24, "smiles": "CCc1nn(CC(=O)NCCCN(C)C2CCCCC2)c(=O)c2cc3occc3n12"}

***

3.
{"formula": "C22H32AsN3O4RuS2SbSe4", "method": "ωB97M-V with the def2-TZVPD basis set", "symbols": ["Ru", "C", "C", "C", "C", "C", "C", "C", "S", "O", "O", "N", "C", "C", "O", "O", "H", "H", "H", "H", "H", "H", "H", "H", "H", "N", "C", "S", "N", "C", "C", "C", "C", "C", "C", "H", "H", "H", "H", "H", "H", "H", "H", "Se", "Sb", "Se", "Se", "Se", "C", "C", "As", "C", "C", "C", "C", "H", "H", "H", "H", "H", "H", "H", "H", "H", "H", "H", "H", "H", "H", "H"], "coordinates": [[-0.75253, 0.37443, 0.44478], [-8.51625, -0.95792, -2.43780], [-7.09115, -0.76405, -1.99452], [-6.72136, 0.33777, -1.22841], [-5.41844, 0.47760, -0.77520], [-4.48113, -0.48483, -1.10984], [-4.82046, -1.57649, -1.89185], [-6.12664, -1.71103, -2.33106], [-2.85392, -0.36358, -0.42199], [-1.88466, -1.09643, -1.22899], [-2.96651, -0.89636, 0.93123], [-2.46933, 1.20447, -0.39716], [-2.25379, 1.70168, -1.76107], [-0.85302, 1.30689, -2.27553], [-0.65058, 1.15031, -3.46667], [0.03482, 1.20719, -1.33152], [-9.10680, -0.05993, -2.26406], [-8.97156, -1.77688, -1.87732], [-8.56391, -1.21405, -3.49660], [-7.45785, 1.08999, -0.97472], [-5.12442, 1.31853, -0.16057], [-4.05910, -2.30645, -2.13567], [-6.39838, -2.56864, -2.93527], [-2.32178, 2.79178, -1.74956], [-3.00856, 1.31109, -2.45020], [2.11281, -0.16501, 3.90570], [1.66909, 0.23434, 2.72046], [0.76929, -0.87330, 1.74304], [1.93026, 1.45341, 2.26265], [2.63903, 2.52417, 2.86849], [2.45748, 2.90019, 4.19107], [3.14923, 3.99634, 4.68847], [4.02000, 4.70761, 3.88018], [4.17094, 4.34592, 2.54777], [3.47291, 3.26688, 2.03700], [1.71647, -1.00706, 4.28572], [2.46171, 0.50757, 4.56977], [1.67930, 1.59762, 1.29218], [1.75041, 2.39974, 4.84419], [2.96240, 4.29958, 5.70986], [4.56716, 5.55451, 4.27330], [4.82018, 4.91621, 1.89619], [3.56387, 2.99779, 0.99159], [-3.98461, 1.48142, 5.35495], [-1.70348, 1.87326, 4.53839], [-1.48012, 1.11625, 2.23241], [-1.38383, 4.28355, 4.75309], [-0.24108, 0.94576, 6.27529], [4.34324, 2.06596, -1.50333], [3.94630, 0.72048, -2.10713], [2.57592, -0.19822, -0.99239], [3.77226, -1.61219, -0.25722], [4.63544, -1.10263, 0.89371], [1.70830, -1.26844, -2.39645], [2.61514, -2.17076, -3.22791], [5.10020, 2.56869, -2.10973], [4.74285, 1.93791, -0.49427], [3.47039, 2.71991, -1.44365], [4.82558, 0.07833, -2.20494], [3.53371, 0.87534, -3.10664], [4.41224, -2.00114, -1.05308], [3.14583, -2.43716, 0.09260], [5.32534, -0.32911, 0.54750], [5.22713, -1.91068, 1.32963], [4.01902, -0.67195, 1.68562], [1.20567, -0.55367, -3.04999], [0.92072, -1.87261, -1.93694], [3.44548, -1.60877, -3.66116], [2.05334, -2.61762, -4.05163], [3.02948, -2.98671, -2.63345]], "forces_ev_per_a": [[3.5248, -0.6661, -3.3476], [0.0796, 0.0021, 0.0463], [-0.0837, -0.0014, -0.0691], [0.0924, -0.1101, -0.0125], [-0.0358, 0.0542, 0.0200], [0.2124, -0.1456, -0.1461], [0.0365, -0.0158, -0.0156], [0.0934, 0.0158, 0.0740], [-1.7618, -0.2920, 0.1465], [-0.1929, -0.4089, -0.7027], [-0.5411, 0.0055, -0.5236], [-0.6782, -0.8454, -0.6411], [0.2974, -0.1752, -0.1808], [-0.5365, 0.2552, -0.4511], [0.1510, 0.1719, 0.2485], [0.1794, -0.3578, 0.2667], [-0.0332, 0.0005, -0.0335], [-0.0507, 0.0073, -0.0229], [-0.0417, 0.0182, -0.0065], [-0.0291, -0.0130, 0.0096], [0.0011, 0.0170, -0.0099], [-0.0293, -0.0013, -0.0537], [-0.0406, 0.0139, -0.0091], [0.0069, -0.0473, 0.0276], [0.0606, 0.1529, -0.0554], [0.2364, -0.0398, -0.0109], [-0.2288, -0.2282, -0.3766], [1.0884, -0.6942, 0.3728], [-0.0068, 0.1432, -0.0580], [0.0363, 0.0842, -0.0465], [-0.0358, 0.0080, 0.1429], [0.0248, -0.0577, -0.0379], [0.0426, 0.0658, 0.0047], [-0.0577, 0.0270, -0.0045], [0.0491, -0.0293, 0.0106], [-0.1290, 0.0392, 0.0525], [-0.0194, -0.0365, 0.0061], [-0.0432, -0.1346, -0.1115], [-0.1308, -0.0407, -0.0899], [0.0669, 0.0063, 0.0202], [-0.0372, 0.0215, 0.0200], [0.0179, -0.0023, 0.0045], [0.0041, -0.0378, 0.0621], [-0.4704, -0.0091, -0.2044], [1.2852, 1.0120, 2.6459], [-2.3633, 3.0212, 4.1918], [-0.4156, -0.3811, -0.5271], [-0.0950, -0.4328, -0.4828], [-0.1014, -0.1202, -0.0637], [0.0484, -0.0222, -0.0438], [0.6480, -0.0937, 0.0258], [0.0277, 0.0007, -0.0516], [-0.1078, 0.0572, -0.1207], [-0.0423, -0.1297, -0.2210], [0.0417, 0.0372, 0.0935], [0.0252, 0.0244, 0.0322], [0.0379, 0.0375, -0.0339], [0.0269, 0.0371, 0.0489], [-0.0327, -0.0316, -0.0551], [-0.0424, -0.0622, 0.0155], [-0.0430, -0.0119, -0.0222], [-0.0805, 0.0687, -0.0566], [0.0270, 0.0220, 0.0545], [0.0385, 0.0377, 0.0281], [0.0442, -0.0048, 0.0153], [-0.0712, 0.0919, 0.1410], [-0.0159, 0.1528, 0.1138], [0.0256, -0.0414, -0.0115], [0.0038, 0.0013, -0.0068], [0.0424, 0.0101, -0.0234]], "gap_ev": [6.18, 4.95], "total_charge": -1, "spin_multiplicity": 5, "total_energy_ha": -14295.75334, "e_above_lowest_kcal_mol": 101.96}